The following is a quantum chemistry calculation of a structure of composition C2H4F3LaNO5S2 in a non-equilibrium geometry, from the Open Molecules 2025 dataset.

Structure (XYZ):
```
18
Properties=species:S:1:pos:R:3:lowdin_charge:R:1
S -0.6064 1.2260 -1.2808 0.894
La 0.0692 2.6598 1.4494 2.312
N -0.4476 -0.4831 -0.8625 -0.445
O -1.5715 1.5380 -0.0909 -0.674
H -2.3281 -2.0709 -0.8872 0.088
H -1.7166 -1.4844 -2.1637 0.105
F 2.9164 -1.8848 0.2288 0.186
F 1.5267 -2.9309 -1.0401 0.191
C 1.8700 -1.7538 -0.5569 -0.691
O 0.7765 4.1974 2.9502 -0.581
H 0.2634 4.8461 3.4303 -0.041
H -2.7821 -0.6510 -0.5625 0.100
O 0.6917 1.8886 -0.8482 -0.637
O 0.1649 -2.1662 1.2738 -0.220
S 0.4158 -1.0355 0.3872 0.748
O 0.5145 0.1331 1.2989 -0.480
F 2.2163 -0.9571 -1.5490 0.161
C -1.9733 -1.0712 -1.1769 -0.017
```

## Properties
LUMO = -4.658 eV
HOMO level = -14.476 eV
total charge = +1
F_max = 0.075 Eh/bohr